(1)
{
  "formula": "C4H6FO4Pm",
  "method": "ωB97M-V/def2-TZVPD",
  "elements": ["C", "O", "H", "H", "H", "C", "O", "C", "C", "O", "O", "F", "H", "H", "H", "Pm"],
  "positions_angstrom": [[-0.506365, -0.873207, -2.598151], [-0.114152, -1.489791, -1.395047], [-1.563292, -1.094102, -2.827420], [-0.378676, 0.222286, -2.567777], [0.129239, -1.274230, -3.399045], [0.149913, 1.283658, 1.998265], [0.643742, 1.370215, 0.774714], [0.937597, 0.208783, 0.019475], [-0.269157, -0.705036, -0.171727], [-0.905063, 0.628842, 2.255241], [0.833610, 1.758364, 2.943104], [1.954859, -0.463926, 0.640313], [1.320077, 0.594583, -0.932416], [-1.172210, -0.079701, -0.268730], [-0.293906, -1.448840, 0.632006], [-0.766208, 1.362097, 4.897191]],
  "atomic_forces_ev_per_a": [[1.0, 0.6, -0.6], [-0.3, 0.9, 0.7], [0.0, -0.2, 0.2], [-0.3, -0.2, 0.3], [-0.3, -0.3, 0.2], [-0.2, -1.6, 3.3], [0.4, -0.4, -2.0], [1.5, 1.4, 0.6], [-0.9, -1.1, -0.6], [-0.2, 0.3, -0.3], [-0.5, 0.8, 0.3], [-0.9, 0.0, -0.4], [-0.2, -0.1, 0.1], [0.3, -0.3, 0.1], [-0.2, 0.2, -0.2], [0.8, 0.0, -1.9]],
  "mulliken_spin": [0.022, 0.688, 0.078, 0.018, 0.030, -0.004, 0.027, 0.075, 0.008, 0.008, 0.000, 0.013, 0.004, 0.021, 0.007, 3.005],
  "homo_ev": [-16.515, -14.587],
  "charge": 2,
  "e_tot_ev": -31685.874,
  "e_lumo_ha": [-0.2969, -0.4344],
  "spin_multiplicity": 5,
  "s_squared": 6.03,
  "homo_lumo_gap_ev": [8.44, 2.77]
}

---

(2)
{
  "formula": "C6H5AsCrO6S5Sb",
  "method": "ωB97M-V/def2-TZVPD",
  "elements": ["Cr", "S", "Sb", "S", "S", "S", "O", "As", "O", "O", "C", "C", "C", "C", "C", "C", "S", "O", "O", "O", "H", "H", "H", "H", "H"],
  "positions_angstrom": [[1.366350, -1.169272, 1.013077], [3.453949, -4.163695, 3.615805], [4.006950, -1.652702, 3.188045], [3.382271, -2.009731, 0.162913], [1.190951, -1.395733, 2.750288], [4.623331, 0.344305, 3.414846], [-2.189604, -2.701049, -0.600889], [-0.870249, -1.937046, -1.022660], [-0.179196, -2.087728, -2.348727], [0.337922, -2.369952, 0.402099], [-0.984235, 0.229773, -0.726602], [-2.479246, 0.712098, -0.338531], [-2.975585, 2.094719, -0.769360], [-2.131430, 3.032879, -0.637889], [-0.760835, 2.528522, -0.908856], [-0.339125, 1.256642, -0.386383], [1.325960, 0.802739, -0.969816], [1.384137, -0.621920, -1.418069], [2.072191, 1.992716, -1.394546], [1.648711, 0.531511, 0.671166], [-2.731348, -3.111206, -1.168664], [-3.120174, -0.028775, -0.587272], [-3.985252, 2.206717, -0.687523], [-2.539041, 3.976468, -0.392989], [0.492593, 3.539721, -0.859471]],
  "atomic_forces_ev_per_a": [[4.1, -0.7, -10.5], [0.7, 3.0, -0.3], [-0.9, -4.5, -1.5], [-1.7, 1.0, 3.4], [-0.8, -0.9, 9.0], [0.5, 1.3, 0.4], [-1.4, 0.1, 5.6], [3.9, 6.1, 4.7], [1.9, -2.1, -6.5], [-2.1, 0.6, -1.0], [-12.3, -6.4, 3.0], [2.9, 1.6, -5.2], [-0.6, -9.4, 3.2], [6.9, 2.4, -1.2], [2.5, 5.5, 4.4], [5.6, 6.1, -5.1], [2.1, 1.5, 2.1], [0.8, 4.0, 0.0], [-0.8, -3.3, 0.2], [0.4, -0.1, 0.0], [-3.2, -2.5, -3.6], [-2.6, -2.4, 0.1], [-2.7, 0.4, 0.0], [0.8, 1.7, -0.7], [-4.0, -2.9, -0.3]],
  "lowdin_charge": [-0.001, -0.030, 0.495, 0.316, 0.501, 0.093, -0.070, 0.997, -0.314, -0.522, -0.170, 0.070, -0.058, -0.079, 0.036, -0.394, 0.777, -0.440, -0.259, -0.496, 0.042, 0.024, 0.089, 0.118, 0.274],
  "homo_ev": [-12.227, -12.235],
  "charge": 1,
  "e_tot_ev": -168536.765,
  "e_lumo_ha": [-0.2482, -0.2464],
  "homo_lumo_gap_ev": [5.47, 5.53]
}

---

(3)
{
  "formula": "C3H3BrN2O",
  "method": "ωB97M-V/def2-TZVPD",
  "elements": ["C", "C", "C", "N", "N", "O", "Br", "H", "H", "H"],
  "positions_angstrom": [[-0.009169, -2.161101, 1.818553], [-1.326502, -0.006075, 0.935982], [-0.313351, -0.125532, -0.078228], [1.110621, -2.357129, 1.873279], [-1.245590, -1.822556, 1.702653], [-2.176455, 0.530675, 1.483757], [-2.584979, -1.857643, 2.924767], [-0.826505, 0.157373, -1.034571], [0.445005, 0.574180, 0.214979], [0.032315, -1.215965, 0.007229]],
  "atomic_forces_ev_per_a": [[-1.7, -0.1, 1.7], [-0.8, -3.1, 1.8], [-0.5, -1.1, -0.8], [3.0, -0.7, -0.2], [-1.7, 2.5, -2.2], [0.0, 1.2, -0.5], [0.1, -0.7, 0.9], [0.8, -0.3, 0.6], [0.8, 0.3, -0.3], [-0.1, 2.0, -0.9]],
  "lowdin_charge": [-0.565, -0.280, 0.007, 0.136, -0.535, 0.137, 0.765, 0.131, 0.106, 0.099],
  "homo_ev": -8.987,
  "de_lowest_kj_mol": 319.6,
  "e_tot_ev": -78226.384,
  "e_lumo_ha": 0.0071,
  "homo_lumo_gap_ev": 9.18
}